A 2-piece molecular cluster, C4H8N2O overall, computed with wB97M-V/def2-TZVPD.

Each line ends with the natural charge from an NBO analysis.
Atoms and positions in Å:
1 C -0.87 -2.76 -0.42  -0.65
2 C -0.26 -1.60 0.16  0.08
3 C -0.10 -0.43 -0.51  -0.12
4 N 0.33 0.47 0.44  -0.52
5 C 0.56 -0.17 1.58  0.17
6 N 0.18 -1.45 1.50  -0.46
7 H -1.96 -2.63 -0.49  0.22
8 H -0.65 -3.55 0.32  0.23
9 H -0.48 -3.08 -1.40  0.22
10 H -0.32 -0.12 -1.53  0.21
11 H 0.76 1.37 0.18  0.42
12 H 0.86 0.47 2.41  0.20
13 O 0.93 4.35 -0.50  -0.95
14 H 0.03 4.68 -0.27  0.47
15 H 0.99 4.44 -1.48  0.47

Properties
**Charge**: 0
**SMILES**: Cc1c[nH]cn1.O

=====

One molecule with the formula C4H8N2O, computed with wB97M-V/def2-TZVPD.

Each line ends with the natural charge from an NBO analysis.
Atoms and positions in Å:
1 C 2.20 -0.16 0.61  -0.81
2 C 1.42 -0.80 -0.49  0.37
3 O 0.33 -1.32 0.14  -0.57
4 C -0.92 -0.89 -0.22  0.57
5 N -1.97 -1.39 0.25  -0.67
6 C -0.94 0.44 -0.96  -0.31
7 N -0.89 1.49 0.06  -0.83
8 H 1.45 0.48 1.10  0.27
9 H 3.02 0.43 0.23  0.22
10 H 2.55 -0.87 1.36  0.25
11 H -0.04 0.51 -1.57  0.23
12 H -1.76 -2.20 0.83  0.35
13 H -1.82 0.47 -1.61  0.20
14 H -0.94 2.41 -0.38  0.36
15 H -1.70 1.41 0.67  0.37

Properties
**Charge**: 0

=====

A 2-piece molecular cluster, C4H8N2O overall, computed with wB97M-V/def2-TZVPD.

Each line ends with the natural charge from an NBO analysis.
Atoms and positions in Å:
1 H -3.02 0.48 -1.48  0.36
2 N -2.13 0.92 -1.22  -0.70
3 C -1.70 0.50 -0.12  0.53
4 O -1.93 -0.37 0.86  -0.51
5 C -0.60 0.49 0.79  0.18
6 N 0.60 -0.04 0.40  -0.42
7 C 1.64 -0.83 0.97  -0.23
8 C 0.92 -1.25 -0.28  -0.23
9 H -0.55 1.18 1.63  0.21
10 H 2.62 -0.37 0.89  0.20
11 H 1.48 -1.41 1.88  0.20
12 H 1.39 -1.13 -1.26  0.21
13 H 0.24 -2.09 -0.19  0.21
14 H 0.19 1.93 -1.57  0.02
15 H 0.86 2.01 -1.27  -0.02

Properties
**Charge**: 0
**SMILES**: [H]/N=C1\O[C@H]1N1CC1.[H][H]

=====

Per-record orbital gap, eV: 9.0, 8.7, 10.4
Per-record ΔE to the lowest compared entry with this formula, charge and spin, kcal per mole: 30.4, 108.9, 114.2
Per-record E, eV: -9305.07572, -9301.67262, -9301.44108